<A>
This record from OMol25 describes a 9-piece molecular cluster, C24H67F2N7O14S2 overall. The level of theory is the ωB97M-V functional and the def2-TZVPD basis.

Output
Kohn-Sham gap	5.60	eV
LUMO	3.09	eV
charge	-2

Structure (XYZ):
```
116
Properties=species:S:1:pos:R:3:mulliken_charge:R:1
N 2.21850 7.26893 -0.67580 -0.24
S 0.84438 7.46466 0.05203 1.09
O -0.39006 7.58791 -0.74744 -0.60
O 0.83544 8.09020 1.40095 -0.60
F 0.75896 5.91508 0.43729 -0.29
S 2.10858 8.93428 -1.11421 1.09
O 2.32369 9.92927 -0.06100 -0.57
O 1.32999 9.30887 -2.28264 -0.57
F 3.58658 8.98509 -1.80094 -0.32
N 0.82640 -0.47058 2.50865 1.04
O 1.59315 -0.31905 1.60513 -0.65
O 1.02584 0.05729 3.59294 -0.69
O -0.17453 -1.15254 2.29598 -0.70
C 3.90300 -3.81064 -6.52583 -1.39
C 3.36098 -2.36891 -6.90891 0.47
C 2.13596 -2.44011 -7.85175 -0.90
O 1.69216 -1.11376 -8.22849 -0.24
C 0.69289 -1.11473 -9.19438 -0.79
N 2.96980 -1.79075 -5.64136 -0.69
H 4.08411 -4.38647 -7.43342 0.35
H 3.34410 -4.49336 -5.88580 0.36
H 4.81832 -3.77806 -5.93489 0.38
H 4.00490 -1.73679 -7.52038 0.28
H 1.28290 -2.87484 -7.33081 0.33
H 2.35191 -3.14710 -8.65277 0.44
H 0.93729 -1.67491 -10.09691 0.31
H 0.62541 -0.07257 -9.50656 0.24
H -0.27806 -1.38576 -8.77977 0.31
H 2.46154 -2.46993 -5.09319 0.26
H 2.25903 -1.17506 -6.00990 0.27
C 1.91900 5.15104 -7.89456 -1.40
C 2.16906 4.65196 -6.45203 0.38
C 0.77899 4.18203 -5.92111 -0.76
O 0.92974 3.34999 -4.74753 -0.32
C -0.32359 2.71275 -4.44417 -0.72
N 3.13065 3.60140 -6.54403 -0.65
H 1.34226 6.06779 -7.77199 0.33
H 1.27083 4.51971 -8.50234 0.34
H 2.77898 5.34286 -8.53622 0.41
H 2.55374 5.44443 -5.81007 0.39
H 0.18346 3.69087 -6.69066 0.35
H 0.25992 5.09517 -5.62983 0.34
H -0.84081 3.36793 -3.74323 0.27
H -0.06560 1.77108 -3.95961 0.26
H -0.82850 2.36106 -5.34389 0.32
H 2.75654 2.83364 -7.08319 0.21
H 3.88984 3.92874 -7.12419 0.24
C 6.78897 1.90389 6.42457 -1.51
C 7.31616 2.26724 5.05159 0.52
C 7.95842 1.01883 4.36273 -0.85
O 8.53647 1.38775 3.12364 -0.32
C 9.89245 1.77457 3.24997 -0.76
N 6.19459 2.78010 4.26636 -0.64
H 6.00830 1.14339 6.40738 0.36
H 6.47160 2.82204 6.91890 0.38
H 7.51875 1.43022 7.08119 0.39
H 8.07790 3.04603 5.08780 0.26
H 7.23796 0.21971 4.18827 0.34
H 8.60298 0.54675 5.10420 0.39
H 10.23587 2.34425 2.38645 0.31
H 10.54401 0.94108 3.51236 0.30
H 10.07505 2.52930 4.01490 0.27
H 5.42703 2.18020 4.53300 0.29
H 5.99175 3.70169 4.62639 0.26
C -0.83198 -6.85472 4.96084 -1.26
C -1.29951 -6.17397 6.27398 0.38
C -0.33878 -5.50868 7.27052 -0.76
O -0.90888 -4.94176 8.47928 -0.32
C -0.07762 -4.02477 9.16546 -0.72
N -2.39134 -5.30210 5.93795 -0.71
H 0.04675 -7.47836 5.12519 0.36
H -0.53232 -6.11793 4.21557 0.35
H -1.56327 -7.56774 4.58014 0.29
H -1.67285 -7.04996 6.80442 0.19
H 0.16841 -4.75020 6.67423 0.38
H 0.47600 -6.18371 7.53239 0.36
H 0.17386 -3.13559 8.58734 0.33
H 0.82745 -4.53655 9.49262 0.28
H -0.53608 -3.62512 10.07000 0.25
H -1.94417 -4.57985 5.39161 0.30
H -2.72725 -4.82249 6.76089 0.31
C -10.37071 -0.53710 -2.20930 -1.35
C -9.16750 -1.33434 -1.57466 0.65
C -8.92189 -1.05635 -0.07097 -0.66
O -8.44772 0.26397 0.09844 -0.32
C -7.03854 0.42202 0.09914 -0.69
N -9.31094 -2.73988 -1.89961 -0.75
H -10.48928 -0.82298 -3.25444 0.36
H -10.20300 0.53688 -2.29016 0.32
H -11.32550 -0.75137 -1.72913 0.32
H -8.27794 -0.97878 -2.09462 0.09
H -8.23684 -1.78159 0.36813 0.41
H -9.84927 -1.09662 0.50037 0.30
H -6.60290 0.28064 -0.88996 0.26
H -6.65073 -0.27544 0.84161 0.31
H -6.70333 1.40274 0.43665 0.26
H -9.07958 -2.82386 -2.87917 0.26
H -8.68889 -3.35306 -1.39250 0.24
C -2.84058 -4.43639 -3.30161 -0.94
C -1.84401 -5.34739 -2.61916 -0.27
O -0.62018 -4.65689 -2.46030 -0.52
H -3.32196 -3.80039 -2.55872 0.29
H -3.57363 -5.03459 -3.84282 0.32
H -2.43555 -3.80679 -4.09385 0.28
H -1.60802 -6.18577 -3.27454 0.28
H -2.19953 -5.63299 -1.62914 0.25
H -0.82086 -4.04816 -1.74562 0.32
C -3.94771 1.37469 8.33250 -0.95
C -3.36488 2.73879 8.10727 -0.26
O -1.97714 2.54289 8.20815 -0.52
H -3.59023 0.68774 7.56542 0.32
H -5.02991 1.49250 8.38780 0.30
H -3.57449 0.91791 9.24911 0.26
H -3.66685 3.41092 8.91048 0.27
H -3.70348 3.18844 7.17386 0.25
H -1.70028 2.01943 7.45254 0.33
```

---

<B>
This record from OMol25 describes a 9-piece molecular cluster, C24H67F2N7O14S2 overall. The level of theory is the ωB97M-V functional and the def2-TZVPD basis.

Output
Kohn-Sham gap	5.52	eV
LUMO	3.01	eV
charge	-2

Structure (XYZ):
```
116
Properties=species:S:1:pos:R:3:mulliken_charge:R:1
N -6.32512 26.61960 -10.13752 -0.21
S -7.65549 26.94563 -9.51791 1.06
O -8.82446 26.93456 -10.39229 -0.59
O -7.66911 27.50196 -8.15891 -0.60
F -7.81215 25.44008 -8.98864 -0.34
S -6.18108 28.29519 -10.51437 1.08
O -5.62018 29.14215 -9.46825 -0.58
O -7.21271 28.83732 -11.41409 -0.56
F -4.88283 28.05366 -11.39392 -0.26
N -8.07797 18.57953 -7.25352 0.99
O -7.22812 18.90343 -8.09214 -0.65
O -7.84344 18.86040 -6.07236 -0.67
O -9.16136 18.06355 -7.52276 -0.67
C -5.46879 15.65262 -16.63201 -1.49
C -5.51655 17.12131 -16.93336 0.49
C -6.40320 17.42858 -18.17719 -0.83
O -6.46134 18.81707 -18.48769 -0.27
C -7.29537 19.11701 -19.60064 -0.84
N -6.04245 17.81825 -15.76886 -0.64
H -5.06482 15.11125 -17.48748 0.37
H -6.44964 15.27108 -16.34832 0.37
H -4.75927 15.44231 -15.83173 0.37
H -4.52831 17.48156 -17.21917 0.25
H -7.37565 17.01066 -17.91686 0.33
H -6.04250 16.88832 -19.05247 0.42
H -8.28374 18.65850 -19.63211 0.31
H -6.70348 18.81047 -20.46308 0.33
H -7.31314 20.17920 -19.84464 0.30
H -6.76317 17.29502 -15.29253 0.26
H -6.49094 18.61071 -16.20586 0.27
C -5.89839 25.62837 -17.66585 -1.43
C -6.12113 24.73244 -16.38929 0.37
C -7.58353 24.19733 -16.08227 -0.58
O -7.56577 23.34055 -14.95817 -0.30
C -8.85679 22.90707 -14.51095 -0.76
N -5.16437 23.63754 -16.55797 -0.65
H -6.37038 26.59830 -17.50909 0.34
H -6.26204 25.09305 -18.54295 0.33
H -4.84621 25.79299 -17.89810 0.42
H -5.82882 25.24847 -15.47476 0.29
H -7.94411 23.54112 -16.87438 0.30
H -8.17032 25.08161 -15.83362 0.34
H -9.61516 23.67639 -14.36563 0.30
H -8.72515 22.48862 -13.51312 0.29
H -9.20383 22.08055 -15.13103 0.27
H -5.45152 23.00332 -17.28968 0.21
H -4.33589 24.01693 -16.99362 0.23
C -1.29177 21.03731 -3.60762 -1.47
C -0.87364 21.34932 -5.06498 0.57
C -0.15568 20.19116 -5.73054 -0.80
O 0.25795 20.59874 -7.04996 -0.32
C 1.58601 20.14576 -7.37990 -0.77
N -2.10916 21.63282 -5.71851 -0.69
H -1.87638 21.87864 -3.23546 0.42
H -0.41417 20.95821 -2.96602 0.36
H -1.96724 20.19455 -3.46067 0.35
H -0.25090 22.24348 -5.09276 0.26
H -0.86706 19.36660 -5.77652 0.29
H 0.67666 19.88169 -5.09844 0.38
H 2.07674 20.58151 -8.25019 0.29
H 1.65773 19.06274 -7.48000 0.30
H 2.28173 20.40909 -6.58321 0.31
H -2.84411 20.94835 -5.61152 0.26
H -2.48876 22.43374 -5.23423 0.24
C -5.58736 13.88559 -0.35714 -1.42
C -7.06993 13.55153 -0.37028 0.57
C -7.53085 12.80779 0.88133 -0.65
O -7.08625 11.43671 0.88437 -0.32
C -7.78191 10.59730 1.85161 -0.71
N -7.84710 14.75612 -0.50445 -0.73
H -5.34715 14.61221 0.41902 0.38
H -5.26169 14.48141 -1.20980 0.37
H -5.04093 12.95672 -0.19369 0.32
H -7.25363 12.85492 -1.18825 0.20
H -8.61538 12.70064 0.86069 0.30
H -7.24028 13.33766 1.78847 0.34
H -7.36537 9.59022 1.87132 0.25
H -8.85753 10.61910 1.67651 0.29
H -7.58749 11.02283 2.83610 0.30
H -8.80785 14.56802 -0.75280 0.24
H -7.48981 15.26643 -1.29946 0.27
C -13.83638 12.55371 -4.40182 -1.46
C -14.84018 13.68017 -4.29632 0.53
C -16.10892 13.35004 -3.45432 -0.76
O -17.05524 14.43045 -3.66268 -0.28
C -18.24566 14.23839 -2.95737 -0.79
N -14.17710 14.77847 -3.66809 -0.76
H -13.46988 12.29324 -3.40888 0.36
H -12.93707 12.76012 -4.98212 0.42
H -14.31834 11.73626 -4.93810 0.36
H -15.18540 13.97005 -5.28874 0.26
H -15.91760 13.12205 -2.40574 0.36
H -16.55664 12.43277 -3.83676 0.34
H -18.80149 13.30724 -3.06750 0.30
H -18.88953 15.01759 -3.36525 0.27
H -18.12751 14.51613 -1.90999 0.31
H -13.43754 14.84214 -4.35300 0.28
H -14.77976 15.56737 -3.85397 0.27
C -9.50326 12.63438 -11.21178 -1.01
C -10.34366 13.38018 -12.17644 -0.18
O -9.86316 14.75388 -12.07490 -0.53
H -9.93953 11.64320 -11.08797 0.29
H -9.47092 13.09743 -10.22556 0.36
H -8.46834 12.55406 -11.54434 0.26
H -11.37295 13.41165 -11.81912 0.23
H -10.22891 12.99196 -13.18848 0.26
H -9.98825 15.01947 -11.16089 0.31
C -12.44562 23.30023 -4.17035 -0.93
C -11.71017 22.88012 -2.92664 -0.21
O -10.33381 22.99930 -3.19653 -0.53
H -11.86076 24.02003 -4.74301 0.30
H -13.40619 23.78091 -3.98501 0.30
H -12.65251 22.44749 -4.81698 0.28
H -11.89139 21.84402 -2.64072 0.25
H -12.00659 23.58272 -2.14781 0.23
H -10.06739 22.13048 -3.50601 0.32
```

---

Which of the structures shown above is the most stable? The most stable is <A>.